# 1
Here is a structure of composition C52H29AuI4N6S3 from the OMol25 dataset. Energies are from ωB97M-V with the def2-TZVPD basis set.

The calculation puts the energy relative to the best compared isomer or geometry (same formula, charge and spin) at 0.0 kJ/mol. Its HOMO-LUMO gap is 4.95 eV.

Element x y z (Å)
Au -0.5694 0.9743 -0.4735
I -4.2321 9.5890 2.3667
C -3.4338 7.7551 1.7682
C -2.9387 6.8777 2.7213
C -2.4099 5.6607 2.3184
C -2.3709 5.3148 0.9717
C -2.8756 6.2053 0.0303
C -3.4065 7.4255 0.4216
C -1.8141 4.0012 0.5391
C -0.4375 3.8162 0.5799
C 0.4988 4.7592 1.1201
C 1.7093 4.1580 1.1380
C 1.5479 2.8573 0.5588
C 2.5769 1.9565 0.3496
C 3.9208 2.2617 0.9147
C 4.7848 3.1646 0.3071
C 6.0363 3.4141 0.8520
C 6.4163 2.7541 2.0112
I 8.3000 3.1234 2.8345
C 5.5633 1.8512 2.6288
C 4.3150 1.6054 2.0762
C 2.4349 0.7689 -0.3459
N 1.2674 0.2221 -0.7974
C 1.5864 -0.9224 -1.4745
C 0.6920 -1.8474 -1.9875
C 1.2273 -3.0351 -2.7124
C 1.8906 -4.0469 -2.0286
C 2.3782 -5.1564 -2.7019
C 2.2012 -5.2483 -4.0735
I 2.9336 -6.9117 -5.1030
C 1.5378 -4.2509 -4.7737
C 1.0497 -3.1490 -4.0878
C -0.6791 -1.7501 -1.8122
C -1.6016 -2.8102 -2.0974
C -2.8228 -2.3995 -1.6927
C -2.6799 -1.0681 -1.1812
N -1.3633 -0.7002 -1.2571
C -3.7245 -0.2867 -0.7153
C -3.5800 1.0315 -0.3064
C -4.6673 1.9022 0.0305
C -4.1383 3.1113 0.3267
C -2.7145 2.9982 0.2016
N -2.4081 1.7265 -0.1991
C -5.0909 -0.8809 -0.6733
C -5.6369 -1.2622 0.5477
C -6.9061 -1.8179 0.6110
C -7.6333 -1.9891 -0.5575
I -9.5462 -2.8213 -0.4712
C -7.1036 -1.6147 -1.7833
C -5.8328 -1.0615 -1.8350
C 3.0112 -1.0735 -1.4879
C 3.5289 -0.0523 -0.7702
N 0.2377 2.6858 0.2131
H -2.9674 7.1354 3.7708
H -2.0307 4.9674 3.0589
H -2.8503 5.9428 -1.0201
H -3.7931 8.1122 -0.3184
H 0.2433 5.7458 1.4661
H 2.6431 4.5507 1.5026
H 4.4809 3.6714 -0.6006
H 6.7080 4.1139 0.3754
H 5.8652 1.3416 3.5331
H 3.6341 0.9041 2.5462
H 2.0080 -3.9874 -0.9568
H 2.8760 -5.9411 -2.1493
H 1.4006 -4.3302 -5.8429
H 0.5293 -2.3679 -4.6286
H -1.3214 -3.7674 -2.5024
H -3.7483 -2.9486 -1.7164
H -5.7044 1.6138 0.0282
H -4.6560 4.0060 0.6269
H -5.0591 -1.1311 1.4543
H -7.3201 -2.1178 1.5634
H -7.6755 -1.7500 -2.6908
H -5.4142 -0.7652 -2.7888
H 3.5368 -1.8808 -1.9682
H 4.5642 0.1523 -0.5546
S -0.3585 -5.1553 0.5100
C 0.0799 -3.7119 1.2175
S -1.0658 -2.4690 1.5975
C 0.2224 -1.3664 2.0781
N 1.3940 -1.9158 1.9853
N 1.3012 -3.2334 1.5503
C 2.5417 -3.9322 1.4798
C 2.6156 -5.3009 1.7013
C 3.8436 -5.9395 1.6017
C 4.9922 -5.2259 1.2960
C 4.9126 -3.8525 1.1095
C 3.6937 -3.2021 1.2049
S -0.1399 0.2331 2.5397
H 1.7252 -5.8606 1.9399
H 3.8970 -7.0067 1.7723
H 5.9447 -5.7330 1.2180
H 5.8050 -3.2801 0.8915
H 3.6179 -2.1334 1.0794

# 2
Here is a cluster of 2 separate species, C8H14F3N2 in total at a distorted geometry from the OMol25 dataset. Energies are from ωB97M-V with the def2-TZVPD basis set.

Its net charge is +1. The calculation puts the energy relative to the best compared isomer or geometry (same formula, charge and spin) at 185.0 kJ/mol. Its HOMO-LUMO gap (alpha / beta) is 8.64 / 8.64 eV.

Element x y z (Å)
C -3.4721 2.2719 1.8649
C -3.0194 1.2523 1.0991
C 0.6252 -0.1377 0.4358
C 2.9469 -2.7888 0.5958
C 0.9255 1.4542 -1.2088
C 0.1172 -0.6981 -1.7845
C 2.7761 -1.2616 0.3281
C -3.2518 1.0137 -0.3794
N 0.5936 0.1216 -0.9038
N 1.5462 -0.7386 1.0106
F -2.6759 -0.0393 -0.8688
F -2.7137 2.1249 -0.9896
F -4.6116 0.9769 -0.6829
H -3.9142 3.1069 1.5188
H -3.1102 2.3108 2.9256
H 3.2442 -3.0371 -0.4326
H 3.7208 -3.1469 1.2309
H 2.0025 -3.2926 0.8055
H 1.5281 1.8798 -0.4382
H 1.4968 1.3476 -2.1204
H 0.0666 2.0937 -1.2699
H -2.4960 0.4073 1.5009
H 0.0156 -0.5391 -2.8237
H -0.2350 -1.6432 -1.4158
H 2.7654 -1.1418 -0.6838
H 3.5582 -0.7229 0.7911
H 1.5711 -1.1740 1.8953

# 3
Here is a structure of composition C4H5CeO6 at a distorted geometry from the OMol25 dataset. Energies are from ωB97M-V with the def2-TZVPD basis set.

Its net charge is +1. The calculation puts the energy relative to the best compared isomer or geometry (same formula, charge and spin) at 158.1 kJ/mol. The spin multiplicity is 3. Its HOMO-LUMO gap (alpha / beta) is 7.73 / 8.41 eV.

Element x y z (Å)
H 0.9444 0.1708 -1.4492
C 1.2057 0.5648 -0.4544
C 1.5580 -0.6327 0.4097
O 0.6388 -1.7247 0.3638
C -0.6436 -1.7176 0.7871
O -0.9209 -0.8580 1.6847
O -1.4159 -2.1418 -0.0979
Ce -1.2782 1.2263 1.8703
O 0.0930 1.2828 0.0321
H 2.0998 1.1924 -0.5961
H 1.7427 -0.3733 1.4597
H 2.5009 -1.0548 0.0400
H -1.5757 -0.3125 -1.4110
O -2.1074 1.9294 0.0753
O -1.5613 0.7637 -1.8178
C -1.2803 1.6851 -0.8963

# 4
Here is a structure of composition C31H21BrCoFN5O4 at a distorted geometry from the OMol25 dataset. Energies are from ωB97M-V with the def2-TZVPD basis set.

Its net charge is -2. The calculation puts the energy relative to the best compared isomer or geometry (same formula, charge and spin) at 167.6 kJ/mol. The spin multiplicity is 4. Its HOMO-LUMO gap (alpha / beta) is 4.00 / 6.09 eV.

Element x y z (Å)
Co -0.2129 0.3612 -0.1834
O -2.5778 2.8863 -2.1365
C -1.6694 2.2019 -1.6431
N -1.7487 1.2338 -0.7085
C -2.8868 0.9707 0.0471
C -4.1050 1.6444 -0.0466
C -5.1450 1.3339 0.8197
C -4.9633 0.3619 1.7878
C -3.7647 -0.3370 1.8779
C -2.7069 -0.0628 1.0046
N -1.4879 -0.7498 0.9051
C -1.3190 -1.8596 1.6505
O -2.0051 -2.2115 2.6200
C -0.3121 -2.8934 1.2022
C 0.4005 -3.5984 2.1704
C 1.1395 -4.7013 1.7849
C 1.1569 -5.0573 0.4440
C 0.4461 -4.2715 -0.4474
N -0.2925 -3.2266 -0.0873
C -0.2528 2.4144 -2.0084
C 0.1746 3.5156 -2.7357
C 1.5218 3.7284 -2.9394
C 2.4130 2.8031 -2.3894
C 1.9177 1.7325 -1.6802
N 0.6118 1.5148 -1.4802
H -4.2198 2.4037 -0.8020
H -6.0948 1.8501 0.7284
H -5.7620 0.1449 2.4896
H -3.6487 -1.1048 2.6229
H 0.3579 -3.2731 3.2003
H 1.6990 -5.2748 2.5144
H 1.7209 -5.9143 0.0980
H 0.4700 -4.4940 -1.5104
H -0.5842 4.1839 -3.1209
H 1.8851 4.5791 -3.5013
H 3.4809 2.9221 -2.5119
H 2.5867 0.9962 -1.2533
Br 6.7414 -4.0620 1.2151
C 5.4230 -3.0959 0.2064
C 5.4652 -3.1800 -1.1850
N 4.5039 -2.5889 -1.9360
C 3.5542 -1.9174 -1.3318
C 3.4643 -1.7326 0.0794
C 4.4649 -2.3869 0.8700
C 2.4231 -0.9744 0.6635
O 2.5429 -0.7585 1.9993
O 1.4632 -0.5196 -0.0149
H 6.2392 -3.7223 -1.7116
H 2.7945 -1.4719 -1.9669
H 4.4080 -2.3302 1.9466
F 2.8783 0.0128 6.1186
C 2.2726 0.2378 4.9087
C 0.8628 0.1745 4.8737
C 0.2181 0.6173 3.7357
C 0.9359 1.0396 2.5987
C 0.3822 1.7863 1.5568
C 2.3809 0.6244 2.5153
C 3.0359 0.5889 3.8525
H 0.3205 -0.1286 5.7593
H -0.8633 0.6946 3.7203
H 1.0801 2.3535 0.9455
H -0.5733 2.2738 1.7360
H 2.9232 1.2720 1.8171
H 4.1141 0.6426 3.9186

# 5
Here is a structure of composition C26H24ClN2OPd from the OMol25 dataset. Energies are from ωB97M-V with the def2-TZVPD basis set.

Its net charge is +3. Its HOMO-LUMO gap (alpha / beta) is 4.66 / 4.66 eV.

Element x y z (Å)
Pd -0.7790 0.2235 -0.0101
Cl 6.2979 -2.3614 -1.9048
C 4.9440 -1.4520 -1.6732
C 5.0046 -0.0442 -1.9581
C 3.9032 0.6969 -1.7727
C 2.6441 0.0883 -1.2779
O 1.6524 0.7544 -1.1058
C 2.6209 -1.3858 -1.0022
C 1.4043 -2.1088 -0.6311
N 0.2513 -1.6467 -0.3197
C -0.8070 -2.6069 -0.1726
C -0.6693 -3.9084 0.2487
C -1.7542 -4.7980 0.1661
C -2.9456 -4.4031 -0.3853
C -3.1313 -3.0648 -0.8106
C -4.3127 -2.5809 -1.4223
C -4.3840 -1.2702 -1.8139
C -3.3201 -0.4084 -1.5220
N -2.2220 -0.8313 -0.9218
C -2.0746 -2.1599 -0.6281
C 3.7499 -2.0995 -1.2105
H 5.9403 0.3668 -2.3157
H 3.8730 1.7622 -1.9691
H 1.5008 -3.1918 -0.7043
H 0.2674 -4.2578 0.6667
H -1.6352 -5.8130 0.5191
H -3.7612 -5.1073 -0.4913
H -5.1434 -3.2557 -1.5889
H -5.2558 -0.8736 -2.3149
H -3.3720 0.6422 -1.7727
H 3.7857 -3.1702 -1.0466
C 1.9962 3.5740 2.5883
C 1.8923 2.8412 1.2366
C 2.3065 3.7723 0.1043
C 0.4869 2.3079 1.1108
C 0.0556 1.3147 2.0598
C -1.2758 0.9729 2.2277
C -2.2157 1.4200 1.2703
C -3.6709 1.1093 1.4159
C -1.7443 2.2664 0.2202
C -0.4456 2.8070 0.2158
H 3.0056 3.9614 2.7173
H 1.7793 2.9253 3.4370
H 1.3066 4.4191 2.6129
H 2.5628 1.9737 1.2788
H 1.7383 4.7038 0.1394
H 2.1619 3.3285 -0.8816
H 3.3549 4.0454 0.2182
H 0.7989 0.8997 2.7302
H -1.5742 0.3010 3.0217
H -3.8411 0.0728 1.7061
H -4.2462 1.3474 0.5241
H -4.0602 1.7392 2.2212
H -2.4657 2.6076 -0.5126
H -0.1785 3.5548 -0.5168

# 6
Here is a structure of composition C4H3N3 at a distorted geometry from the OMol25 dataset. Energies are from ωB97M-V with the def2-TZVPD basis set.

The calculation puts the energy relative to the best compared isomer or geometry (same formula, charge and spin) at 389.1 kJ/mol. Its HOMO-LUMO gap is 8.78 eV.

Element x y z (Å)
C -0.1176 -1.4853 0.0260
C 0.4776 -0.2730 0.0071
C 1.6641 0.2389 0.0329
C -1.9166 0.4982 -0.1920
N -0.7011 -2.4930 0.0764
N -0.8361 1.0794 -0.1419
N 2.7375 0.7768 -0.0591
H -2.0521 -0.6570 -0.1519
H -2.7566 1.2522 -0.0829
H 3.5009 1.0629 0.4855

# 7
Here is a cluster of 4 separate species, C23H18F3N2O15S in total at a distorted geometry from the OMol25 dataset. Energies are from ωB97M-V with the def2-TZVPD basis set.

Its net charge is +1. The calculation puts the energy relative to the best compared isomer or geometry (same formula, charge and spin) at 486.5 kJ/mol. Its HOMO-LUMO gap is 5.70 eV.

Element x y z (Å)
C -1.3094 -2.7885 1.3151
C -1.1465 -4.1390 0.7828
C -1.9058 -4.7284 -0.4913
N -2.0916 -3.7319 -1.6210
O -3.3678 -3.7887 -2.1722
C -3.9414 -2.4625 -2.0559
N -4.1900 -1.2901 -1.8428
S -0.8544 -3.9144 -2.9028
O -1.0033 -2.6582 -3.7455
O -1.0428 -5.1508 -3.7250
C 0.8271 -3.7782 -2.0885
F 0.8088 -2.6270 -1.2275
F 1.8096 -3.5673 -3.0955
F 1.1655 -4.8893 -1.2724
H -0.7351 -1.9183 0.8124
H -2.0168 -2.5025 2.1630
H -0.4378 -4.8439 1.3698
H -1.3218 -5.6544 -0.8713
H -2.9623 -5.1331 -0.2294
H -1.9852 -2.7272 -1.3061
C -0.4349 1.4140 0.7853
C 0.1995 2.5832 0.6632
C 0.0553 3.4196 -0.5627
O 0.6322 4.4893 -0.6347
C -0.7863 2.9065 -1.6499
C -1.4168 1.7372 -1.5287
C -1.2941 0.9143 -0.2917
O -1.9007 -0.1471 -0.2044
O -2.2004 1.2489 -2.5347
O 1.0018 3.0574 1.6541
H -0.3407 0.7979 1.6704
H -0.8683 3.5145 -2.5408
H -2.5445 0.3961 -2.2062
H 1.3406 3.9151 1.3269
C 4.0611 4.2454 -5.7815
C 3.2132 3.3883 -5.2098
C 2.9534 3.4151 -3.7421
O 2.1564 2.6278 -3.2550
C 3.6807 4.3977 -2.9327
C 4.5319 5.2533 -3.5037
C 4.7710 5.2446 -4.9750
O 5.5409 6.0518 -5.4652
O 5.2158 6.1694 -2.7629
O 2.5482 2.4523 -5.9472
H 4.2569 4.2380 -6.8457
H 3.4963 4.3949 -1.8667
H 5.7614 6.6674 -3.4042
H 1.9988 1.9595 -5.3066
C -1.8887 -0.0664 6.9081
C -1.6211 -0.1377 5.6028
C -1.1499 -1.4052 4.9745
O -0.9318 -1.4405 3.7703
C -0.9603 -2.5727 5.8399
C -1.2246 -2.5011 7.1471
C -1.7220 -1.2416 7.7705
O -1.9704 -1.2169 8.9623
O -1.0503 -3.5772 7.9619
O -1.7696 0.9486 4.7899
H -2.2333 0.8464 7.3759
H -0.6011 -3.4809 5.3746
H -1.3096 -3.2723 8.8549
H -1.5166 0.6423 3.8978

# 8
Here is a structure of composition C4H8ClNO3 at a distorted geometry from the OMol25 dataset. Energies are from ωB97M-V with the def2-TZVPD basis set.

The calculation puts the energy relative to the best compared isomer or geometry (same formula, charge and spin) at 390.6 kJ/mol. Its HOMO-LUMO gap is 10.69 eV.

Element x y z (Å)
C -0.9590 1.0477 -0.6020
C 0.8285 -1.6188 -0.0241
C -0.3189 0.5634 0.6555
C -0.0835 -0.8859 0.8946
N 0.5610 -1.1446 2.6022
O -0.0513 -0.7175 3.5080
O 1.6529 -1.6749 2.7466
O 1.0433 0.9720 0.8184
Cl -1.6156 -1.9258 1.0672
H -0.2311 0.9341 -1.4835
H -1.0734 2.0668 -0.5185
H -1.8612 0.6844 -0.9477
H 0.9954 -2.6923 0.0371
H 0.2784 -1.5130 -0.9760
H 1.7148 -1.0811 -0.1075
H -1.0155 1.0281 1.4366
H 1.1022 1.9473 0.8348

# 9
Here is a structure of composition C44H36BrNO5RhS from the OMol25 dataset. Energies are from ωB97M-V with the def2-TZVPD basis set.

Its net charge is -1. The calculation puts the energy relative to the best compared isomer or geometry (same formula, charge and spin) at 45.3 kJ/mol. The spin multiplicity is 5. Its HOMO-LUMO gap (alpha / beta) is 6.36 / 6.49 eV.

Element x y z (Å)
Rh -0.4775 -0.9614 -0.0183
O 0.3599 -2.0190 1.5415
C 1.1106 -1.4772 2.5628
C 1.7055 -0.1037 2.1030
C 0.6837 0.9974 2.0658
C 0.5238 1.8169 3.1800
C -0.4038 2.8333 3.1480
C -1.0983 3.0353 1.9736
C -0.8857 2.1997 0.8814
C -1.6366 2.5526 -0.3880
C -0.9331 2.6434 -1.7197
O -1.3738 -0.1084 -1.6951
C 0.4892 2.8913 -1.8308
C 1.2150 2.4164 -2.9441
C 2.5739 2.6349 -3.0729
C 3.2750 3.3303 -2.0938
C 2.5892 3.7948 -0.9789
C 1.2275 3.5796 -0.8458
C -1.8018 2.6632 -2.8950
C -1.4940 3.4588 -4.0147
C -2.3183 3.5021 -5.1264
C -3.4861 2.7518 -5.1681
C -3.8279 1.9813 -4.0636
C -3.0138 1.9529 -2.9441
N -0.0517 1.1447 0.9496
C 0.2798 -1.2602 3.8475
C 0.8921 -0.9565 5.0636
C 0.1389 -0.7746 6.2149
C -1.2453 -0.9035 6.1697
C -1.8629 -1.2073 4.9640
C -1.1018 -1.3861 3.8111
C 2.2431 -2.4825 2.8621
C 1.9189 -3.6860 3.4889
C 2.8790 -4.6610 3.7082
C 4.1933 -4.4551 3.2998
C 4.5237 -3.2723 2.6592
C 3.5537 -2.2963 2.4397
H 2.0867 -0.2613 1.0941
H 2.5211 0.1949 2.7629
H 1.1194 1.6341 4.0618
H -0.5556 3.4793 4.0053
H -1.7790 3.8711 1.8752
H -2.0978 3.5302 -0.2069
H -2.4695 1.8507 -0.4762
H 0.6951 1.8210 -3.6830
H 3.0968 2.2440 -3.9380
H 4.3401 3.5002 -2.1940
H 3.1237 4.3241 -0.1987
H 0.7241 3.9876 0.0189
H -0.6018 4.0699 -3.9958
H -2.0470 4.1311 -5.9661
H -4.1194 2.7665 -6.0468
H -4.7266 1.3753 -4.0787
H -3.2979 1.3164 -2.1156
H 1.9746 -0.8680 5.1062
H 0.6309 -0.5431 7.1543
H -1.8330 -0.7791 7.0730
H -2.9411 -1.3192 4.9185
H -1.5709 -1.6421 2.8695
H 0.8935 -3.8617 3.7955
H 2.6026 -5.5884 4.1992
H 4.9471 -5.2152 3.4685
H 5.5389 -3.1007 2.3198
H 3.8351 -1.3918 1.9139
Br -3.3336 -1.0195 0.2574
C -3.8911 -1.6364 -1.4761
C -5.0976 -2.2704 -1.4503
C -5.6447 -2.7643 -2.6494
C -4.9584 -2.6201 -3.8177
C -3.6999 -1.9712 -3.8617
C -3.0013 -1.8659 -5.0828
C -1.7749 -1.2612 -5.1116
C -1.2151 -0.7114 -3.9546
C -1.8670 -0.7449 -2.7328
C -3.1389 -1.4299 -2.6609
H -5.6230 -2.3939 -0.5120
H -6.6073 -3.2592 -2.6297
H -5.3662 -3.0085 -4.7450
H -3.4433 -2.2846 -5.9811
H -1.2215 -1.2094 -6.0433
H -0.2237 -0.2734 -3.9599
C 1.4733 -4.1604 -0.5778
S 0.5478 -3.0848 -1.6447
O 0.6311 -3.6494 -2.9707
O 1.1803 -1.7466 -1.5098
O -0.8147 -3.0530 -1.0718
H 2.5163 -4.1343 -0.8976
H 1.0545 -5.1610 -0.6899
H 1.3526 -3.7868 0.4401

Please write out number 5 again, unchanged.
Here is a structure of composition C26H24ClN2OPd from the OMol25 dataset. Energies are from ωB97M-V with the def2-TZVPD basis set.

Its net charge is +3. Its HOMO-LUMO gap (alpha / beta) is 4.66 / 4.66 eV.

Element x y z (Å)
Pd -0.7790 0.2235 -0.0101
Cl 6.2979 -2.3614 -1.9048
C 4.9440 -1.4520 -1.6732
C 5.0046 -0.0442 -1.9581
C 3.9032 0.6969 -1.7727
C 2.6441 0.0883 -1.2779
O 1.6524 0.7544 -1.1058
C 2.6209 -1.3858 -1.0022
C 1.4043 -2.1088 -0.6311
N 0.2513 -1.6467 -0.3197
C -0.8070 -2.6069 -0.1726
C -0.6693 -3.9084 0.2487
C -1.7542 -4.7980 0.1661
C -2.9456 -4.4031 -0.3853
C -3.1313 -3.0648 -0.8106
C -4.3127 -2.5809 -1.4223
C -4.3840 -1.2702 -1.8139
C -3.3201 -0.4084 -1.5220
N -2.2220 -0.8313 -0.9218
C -2.0746 -2.1599 -0.6281
C 3.7499 -2.0995 -1.2105
H 5.9403 0.3668 -2.3157
H 3.8730 1.7622 -1.9691
H 1.5008 -3.1918 -0.7043
H 0.2674 -4.2578 0.6667
H -1.6352 -5.8130 0.5191
H -3.7612 -5.1073 -0.4913
H -5.1434 -3.2557 -1.5889
H -5.2558 -0.8736 -2.3149
H -3.3720 0.6422 -1.7727
H 3.7857 -3.1702 -1.0466
C 1.9962 3.5740 2.5883
C 1.8923 2.8412 1.2366
C 2.3065 3.7723 0.1043
C 0.4869 2.3079 1.1108
C 0.0556 1.3147 2.0598
C -1.2758 0.9729 2.2277
C -2.2157 1.4200 1.2703
C -3.6709 1.1093 1.4159
C -1.7443 2.2664 0.2202
C -0.4456 2.8070 0.2158
H 3.0056 3.9614 2.7173
H 1.7793 2.9253 3.4370
H 1.3066 4.4191 2.6129
H 2.5628 1.9737 1.2788
H 1.7383 4.7038 0.1394
H 2.1619 3.3285 -0.8816
H 3.3549 4.0454 0.2182
H 0.7989 0.8997 2.7302
H -1.5742 0.3010 3.0217
H -3.8411 0.0728 1.7061
H -4.2462 1.3474 0.5241
H -4.0602 1.7392 2.2212
H -2.4657 2.6076 -0.5126
H -0.1785 3.5548 -0.5168